Density functional theory data (ωB97M-V with the def2-TZVPD basis set) for a structure of composition C36H38CrFGeN4.

## Properties
HOMO level (alpha / beta) = -6.93 / -7.26 eV
Multiplicity = 6
Expectation value of S² = 8.839
Charge = 0
E_tot = -4834.82318 hartree

```
81
C36H38CrFGeN4, DFT ωB97M-V with the def2-TZVPD basis set
Cr -0.21234 0.12991 -0.26808
N 0.61750 -0.31501 1.83218
C 1.93169 0.25311 2.20189
C 2.80854 0.44852 0.97535
N 2.12951 1.20639 -0.06737
C 2.05089 2.64993 0.09848
C 0.76703 3.08336 0.79832
N -0.38703 2.44836 0.15059
H 0.72433 -1.32584 1.75279
H -0.03098 -0.17059 2.59872
H 1.76419 1.20737 2.70230
H 2.45557 -0.39365 2.91124
H 3.74792 0.92324 1.29238
H 3.05534 -0.52963 0.55800
H 2.53313 0.97742 -0.96304
H 2.91416 3.05340 0.64416
H 2.05931 3.09704 -0.89847
H 0.77054 2.78198 1.84569
H 0.70899 4.17628 0.77605
H -1.24611 2.73623 0.60635
H -0.46748 2.74727 -0.81855
C -2.62224 0.09442 0.99949
C -3.06336 -1.19330 0.69122
C -3.81048 -1.44446 -0.48987
C -4.29312 -2.70456 -0.75343
C -4.01031 -3.75444 0.12299
C -3.23069 -3.54832 1.26674
C -2.76623 -2.28775 1.54795
C -4.53409 -5.07398 -0.14645
N -4.96593 -6.11972 -0.35157
H -2.22381 0.31462 1.98222
H -2.96893 0.93326 0.41032
H -3.98442 -0.63205 -1.18327
H -4.87154 -2.89722 -1.64572
H -3.00210 -4.38236 1.91618
H -2.16505 -2.11746 2.43298
C -2.55440 -5.32515 -2.73611
C -1.64065 -5.76542 -1.78661
C -0.70258 -4.88669 -1.26017
C -0.65917 -3.54221 -1.64440
C -1.59810 -3.12069 -2.58863
C -2.52228 -3.99979 -3.14149
Ge 0.67642 -2.22495 -0.98169
C 2.14058 -2.50291 -2.28945
C 3.04105 -1.49190 -2.61820
C 4.13253 -1.71452 -3.45235
C 4.34267 -2.97587 -3.98434
C 3.45317 -4.00044 -3.68263
C 2.37045 -3.76355 -2.84859
C 1.45816 -3.21195 0.58681
C 0.62801 -3.69620 1.60520
C 1.13579 -4.28311 2.75827
C 2.50930 -4.39887 2.92836
C 3.35617 -3.93491 1.93155
C 2.83456 -3.35498 0.77997
H -3.28436 -6.00845 -3.15001
H -1.65291 -6.80001 -1.46583
H 0.01076 -5.26321 -0.53451
H -1.59896 -2.08433 -2.91401
H -3.22573 -3.64354 -3.88568
H 2.88127 -0.48715 -2.23907
H 4.81090 -0.90362 -3.68858
H 5.18590 -3.15994 -4.63792
H 3.60512 -4.98875 -4.09885
H 1.68910 -4.57855 -2.63426
H -0.44935 -3.63192 1.48264
H 0.46181 -4.66122 3.51798
H 2.91404 -4.85722 3.82157
H 4.42897 -4.03437 2.04585
H 3.52014 -3.02105 0.00656
F -2.17751 2.05465 -5.94630
C -1.77891 1.59698 -4.73415
C -0.69757 0.74594 -4.65760
C -0.29924 0.28601 -3.40541
C -0.93507 0.64945 -2.20510
C -2.02889 1.51573 -2.37632
C -2.46883 1.99367 -3.60959
H -0.18632 0.44487 -5.56302
H 0.54254 -0.39897 -3.38380
H -2.60223 1.84900 -1.51064
H -3.32066 2.65479 -3.70292
```

Results of the Mulliken charge analysis, in e, for atoms 1 through 2: 0.326 -0.250

=====

Density functional theory data (ωB97M-V with the def2-TZVPD basis set) for a structure of composition C36H38N8O5S4Ti.

## Properties
HOMO level = -7.48 eV
Multiplicity = 1
Charge = 0
E_tot = -4651.13500 hartree

```
92
C36H38N8O5S4Ti, DFT ωB97M-V with the def2-TZVPD basis set
Ti -0.61469 -1.10668 -1.25993
C 2.97433 3.28783 0.76745
O 3.18535 3.56797 -0.61763
C 2.39706 4.57389 -1.12187
C 3.03522 5.74654 -1.51283
C 2.32372 6.81072 -2.03273
C 0.94576 6.70770 -2.16440
C 0.30819 5.53701 -1.80411
C 1.01443 4.44551 -1.29360
N 0.23944 3.32642 -0.90989
C 0.43318 1.98483 -1.13389
N 1.52989 1.66885 -1.83585
C 2.00588 0.41281 -2.23406
C 1.34491 -0.78350 -2.05714
C 1.99857 -1.94207 -2.54175
C 3.22441 -1.89333 -3.15736
C 3.87359 -0.66654 -3.34476
C 3.26373 0.47648 -2.89331
O 3.77750 1.73709 -3.02718
C 5.02064 1.87719 -3.68457
N -0.45707 1.10790 -0.70999
C -1.49936 1.70773 0.09222
C -2.71896 2.05416 -0.46803
C -3.77526 2.52020 0.30761
C -3.59487 2.67763 1.66457
C -2.34063 2.46660 2.22853
C -1.28136 2.03289 1.44315
O 0.00273 1.97667 1.90196
C 0.22918 2.53730 3.18273
H 3.62934 2.45520 1.01398
H 1.93885 3.00833 0.95874
H 3.24783 4.16105 1.36608
H 4.10721 5.79149 -1.37541
H 2.83857 7.71653 -2.32092
H 0.36576 7.52908 -2.56115
H -0.76356 5.44349 -1.92927
H -0.71008 3.54998 -0.64805
H 2.16708 2.42554 -2.03565
H 1.50712 -2.90070 -2.44500
H 3.68588 -2.80199 -3.52231
H 4.82944 -0.62285 -3.84501
H 5.23942 2.94115 -3.69591
H 4.96353 1.50323 -4.70997
H 5.80837 1.34644 -3.14392
H -2.84969 1.92348 -1.53043
H -4.72726 2.73305 -0.15809
H -4.41385 2.99514 2.29544
H -2.20050 2.64835 3.28267
H 1.30667 2.56420 3.32192
H -0.22034 1.92292 3.96535
H -0.16332 3.55617 3.23398
C 2.29491 -3.07238 1.12690
C 0.98574 -3.38004 0.47608
O 0.35538 -2.48685 -0.11644
N 0.54074 -4.63509 0.51885
C -0.73147 -5.03758 -0.05005
C -1.90144 -5.05253 0.89838
C -2.90094 -6.00150 0.73850
C -4.04040 -5.90362 1.51745
C -4.13495 -4.86840 2.43276
C -3.06640 -3.99516 2.54339
N -1.96522 -4.08319 1.80288
H 2.74651 -2.23133 0.60619
H 2.96838 -3.92844 1.11516
H 2.10026 -2.77783 2.15605
H 1.09362 -5.29974 1.03455
H -0.61911 -6.02061 -0.50941
H -0.93625 -4.32090 -0.83945
H -2.80375 -6.77460 -0.01226
H -4.85008 -6.61179 1.40232
H -5.01379 -4.72698 3.04462
H -3.10988 -3.17027 3.24636
S -2.61235 -0.36796 -2.46027
C -3.42814 -0.90786 -1.04148
S -2.40578 -1.34600 0.30666
C -4.79270 -0.96240 -0.91618
C -5.36805 -1.41773 0.31009
N -5.79849 -1.79067 1.31095
C -5.65012 -0.55802 -1.97945
N -6.33342 -0.23292 -2.84700
C -0.01919 -2.31828 3.95771
S 0.34486 -0.87463 2.95172
C 1.88097 -0.38820 3.74200
H 0.88570 -2.89714 4.15878
H -0.69502 -2.94936 3.38369
H -0.47660 -2.05267 4.91049
H 1.74831 -0.13103 4.79359
H 2.26482 0.48556 3.21920
H 2.63570 -1.17396 3.66967
O -2.87036 -4.24238 -2.30314
S -1.80907 -3.63778 -3.09500
N -0.94492 -2.59679 -2.50526
```

Results of the Mulliken charge analysis, in e, for atoms 1 through 2: -1.532 -0.474

=====

Density functional theory data (ωB97M-V with the def2-TZVPD basis set) for a structure of composition C36H39Br2CsF4N6O.

## Properties
HOMO level = -5.97 eV
Multiplicity = 1
Charge = 0
E_tot = -7366.62183 hartree

```
89
C36H39Br2CsF4N6O, DFT ωB97M-V with the def2-TZVPD basis set
Cs 0.27613 -0.02800 -0.39516
C -1.85619 -1.15690 -3.41822
C -0.39827 -1.54687 -3.67333
N 0.20555 -2.30117 -2.57933
C -0.49898 -3.54692 -2.28161
C -0.29157 -3.98573 -0.84161
C 1.62462 -2.57850 -2.83295
C 2.54334 -1.38268 -3.07406
N 2.55315 -0.48050 -1.94393
C 3.33302 0.59541 -1.98446
C 3.34966 1.50115 -0.87526
F 2.57169 1.19503 0.21522
C 4.09049 2.65087 -0.80773
F 3.98750 3.40891 0.31036
C 4.92472 3.05663 -1.83434
C 4.95438 2.20752 -2.92611
F 5.74559 2.52379 -3.97124
C 4.21683 1.04828 -3.01212
F 4.36624 0.31727 -4.14849
H -2.13452 -0.33113 -4.07497
H -2.55194 -1.97408 -3.61256
H -2.01110 -0.83022 -2.38540
H -0.31926 -2.09129 -4.63079
H 0.18975 -0.63422 -3.79462
H -1.56626 -3.39777 -2.44556
H -0.18609 -4.34151 -2.97988
H -0.71931 -3.24181 -0.15798
H -0.78517 -4.94161 -0.65014
H 0.76405 -4.10559 -0.59680
H 2.01046 -3.12927 -1.97299
H 1.71649 -3.24390 -3.71175
H 3.52927 -1.82170 -3.27928
H 2.25964 -0.89266 -4.01549
H 5.50437 3.96448 -1.79122
O -2.89739 0.60968 -0.20838
C -3.41649 1.88289 0.14019
C -3.59260 2.66080 -1.14744
C -2.29345 2.80620 -1.95358
C -1.28531 3.67509 -1.25820
C -1.30985 5.05979 -1.40014
C -0.37598 5.82625 -0.72326
C 0.55688 5.19009 0.08177
C 0.50675 3.80880 0.16970
N -0.38835 3.06386 -0.48184
H -3.07420 -0.06643 0.46692
H -2.73115 2.40387 0.81884
H -4.38221 1.78459 0.64697
H -4.00777 3.64453 -0.90540
H -4.33273 2.15217 -1.77114
H -2.51761 3.22732 -2.93548
H -1.86954 1.80812 -2.10978
H -2.04652 5.52151 -2.04572
H -0.36930 6.90354 -0.83056
H 1.31804 5.74178 0.61561
H 1.23149 3.26714 0.76964
Br -4.11289 -6.60782 -1.20232
C -3.83621 -4.85874 -0.57406
C -4.23920 -3.77052 -1.32727
C -3.98241 -2.50779 -0.82073
N -3.37056 -2.28752 0.34112
C -2.98657 -3.34500 1.05134
C -3.20264 -4.65702 0.63881
C -2.23788 -3.08385 2.31472
C -2.48591 -3.85958 3.44230
C -1.69218 -3.64914 4.55711
Br -1.97791 -4.65920 6.11763
C -0.68760 -2.70064 4.51242
C -0.52972 -1.98142 3.33746
N -1.28697 -2.15444 2.25663
H -4.73054 -3.89200 -2.28183
H -4.26258 -1.62585 -1.38514
H -2.84804 -5.49267 1.22454
H -3.27343 -4.59928 3.45443
H -0.04366 -2.52008 5.36107
H 0.23290 -1.21498 3.26599
C 3.76831 3.11047 5.55334
C 2.95439 2.27044 4.61470
C 3.53437 1.30633 3.80267
C 2.73910 0.57238 2.93666
N 1.41874 0.71695 2.83471
C 0.86624 1.65151 3.61155
C 1.57657 2.43641 4.50232
H 4.80902 2.79071 5.57234
H 3.37594 3.06149 6.56979
H 3.74491 4.15698 5.24409
H 4.60262 1.13228 3.82503
H 3.19291 -0.15899 2.27704
H -0.20588 1.78786 3.50821
H 1.05576 3.17584 5.09840
```

Results of the Mulliken charge analysis, in e, for atoms 1 through 2: 1.096 -1.365

=====

Density functional theory data (ωB97M-V with the def2-TZVPD basis set) for a structure of composition C36H39BrIrN10O.

## Properties
HOMO level (alpha / beta) = -13.70 / -14.87 eV
Multiplicity = 5
Expectation value of S² = 6.058
Charge = +3
E_tot = -4695.49783 hartree

```
88
C36H39BrIrN10O, DFT ωB97M-V with the def2-TZVPD basis set
Ir 0.25728 -0.98406 -0.14252
Br -2.88710 7.48989 -1.30564
C -3.72036 6.27992 -0.12383
C -5.01742 5.83585 -0.37833
C -5.56877 4.85248 0.40902
C -4.80858 4.27181 1.44680
C -3.55179 4.83715 1.78121
C -3.01450 5.82091 0.98948
N -5.25325 3.16231 2.06966
N -4.68569 2.35140 2.84712
C -3.75591 1.42224 2.54694
C -2.98596 0.88747 3.59880
C -1.84036 0.17377 3.34478
C -1.38871 -0.06959 2.02522
O -0.21778 -0.57985 1.80405
C -2.29192 0.25144 0.94993
N -1.96484 -0.15854 -0.29290
C -2.80264 0.04259 -1.29240
C -4.03598 0.67269 -1.12675
C -4.36872 1.15115 0.12168
C -3.48766 0.96403 1.19506
H -5.57912 6.25406 -1.20158
H -6.57421 4.49904 0.22262
H -3.02510 4.47291 2.65440
H -2.04192 6.23450 1.21815
H -3.28332 1.11076 4.61406
H -1.23790 -0.18868 4.16791
H -2.49211 -0.32007 -2.26618
H -4.71740 0.77170 -1.95908
H -5.31993 1.63685 0.28719
C 0.89197 -1.38925 -4.45137
C 0.89019 -0.88471 -3.15237
N 0.48109 -1.58913 -2.10258
C -0.01761 -2.83769 -2.33245
C -0.02775 -3.43162 -3.60486
C 0.45509 -2.67334 -4.68339
C -0.54870 -4.75894 -3.74131
C -1.08509 -5.41262 -2.68605
C -1.14510 -4.80222 -1.39213
C -1.74428 -5.40189 -0.27204
C -1.74812 -4.72720 0.92666
C -1.16350 -3.46214 1.00743
N -0.59385 -2.86979 -0.03053
C -0.58571 -3.52488 -1.22177
H 1.24099 -0.76595 -5.26205
H 1.22358 0.12595 -2.95403
H 0.46634 -3.09408 -5.68044
H -0.51676 -5.22421 -4.71786
H -1.49080 -6.40898 -2.80376
H -2.20024 -6.37950 -0.36214
H -2.20251 -5.16033 1.80626
H -1.15991 -2.91250 1.93991
C 5.28409 1.26262 -0.72615
C 4.61117 0.11752 -1.45287
N 3.23115 0.02161 -0.97444
C 2.47158 1.12055 -0.63708
N 1.19761 0.90745 -0.35249
C 0.37893 2.09010 -0.05708
C 1.17666 3.15181 0.67880
C 2.35090 3.52802 -0.19507
N 3.07732 2.31973 -0.57887
C 4.46884 2.51016 -0.99957
H 6.30636 1.39782 -1.07350
H 5.30395 1.06755 0.34857
H 5.11124 -0.83126 -1.25092
H 4.64700 0.28733 -2.53327
H 2.67750 -0.71983 -1.37552
H -0.46619 1.78978 0.55145
H -0.01539 2.50064 -0.99369
H 1.52709 2.75719 1.63508
H 0.55761 4.02682 0.87250
H 3.03812 4.18929 0.33104
H 2.00545 4.04977 -1.09268
H 4.87106 3.35975 -0.45097
H 4.50271 2.76087 -2.06461
N 4.24482 -4.16400 2.69629
C 3.81114 -2.75571 3.00059
C 2.46885 -2.39484 2.35175
N 2.44847 -2.29501 0.89578
H 5.15353 -4.36954 3.11925
H 4.33062 -4.31296 1.68922
H 3.57288 -4.83801 3.06965
H 4.59970 -2.08592 2.66083
H 3.72880 -2.66453 4.08305
H 2.18865 -1.41874 2.74960
H 1.69622 -3.10050 2.66795
H 2.53942 -3.18659 0.42179
H 3.14445 -1.64006 0.55156
```

Results of the Mulliken charge analysis, in e, for atoms 1 through 2: 1.519 -0.114

=====

Density functional theory data (ωB97M-V with the def2-TZVPD basis set) for a structure of composition C36H39ClP2Sn.

## Properties
HOMO level = -13.28 eV
Multiplicity = 1
Charge = +2
E_tot = -2751.68546 hartree

```
79
C36H39ClP2Sn, DFT ωB97M-V with the def2-TZVPD basis set
Sn -0.02528 0.36112 -0.11333
C -1.82201 0.84191 -7.22461
C -1.84861 -0.43127 -6.79927
C -1.06130 -1.54385 -7.41188
C 0.28312 -1.13105 -8.04199
C 1.14053 -0.33530 -7.10936
C 1.17409 1.00019 -6.98906
C 0.36704 1.95387 -7.81002
C -0.97765 1.41856 -8.32350
C 1.56849 0.42745 1.40277
H -2.58274 1.55088 -6.86538
H -2.64259 -0.75597 -6.11819
H -1.66155 -2.04510 -8.19038
H -0.81375 -2.30847 -6.66197
H 0.83850 -2.06152 -8.22850
H 0.16223 -0.70251 -9.04738
H 1.90657 -0.94908 -6.61660
H 1.98712 1.48045 -6.43769
H 0.95836 2.28347 -8.68073
H 0.13037 2.85954 -7.23391
H -1.53962 2.29237 -8.68611
H -0.86917 0.78956 -9.22082
H 1.45462 1.38859 1.89844
H 2.59413 0.35530 1.04852
H 1.40891 -0.33250 2.16585
P -1.67298 -0.62465 -1.97038
P 1.77468 0.01573 -2.02992
C -0.56946 -0.80138 -3.37240
C 0.78468 -0.62101 -3.37680
C -2.57234 -2.14675 -1.62772
C -2.92330 -2.94128 -2.73353
C -3.64997 -4.10279 -2.53550
C -4.00810 -4.49676 -1.24447
C -3.61497 -3.73787 -0.13057
C -2.87332 -2.56576 -0.30704
C -2.83134 0.75527 -2.19039
C -2.35110 2.08630 -2.16974
C -3.24870 3.13658 -2.35049
C -4.60760 2.86762 -2.56848
C -5.07663 1.54914 -2.57828
C -4.19933 0.49135 -2.37453
C 3.19881 -1.00498 -1.61145
C 3.01016 -2.29021 -1.04796
C 4.11900 -3.08997 -0.78752
C 5.40700 -2.62324 -1.09163
C 5.58989 -1.34627 -1.63785
C 4.49405 -0.52871 -1.89133
C 2.30246 1.72410 -2.31536
C 2.44814 2.66040 -1.26381
C 2.88567 3.95174 -1.56374
C 3.14722 4.31109 -2.89694
C 2.94380 3.39250 -3.93451
C 2.50336 2.11002 -3.65197
H -1.08463 -1.06621 -4.31483
H 1.37422 -0.88065 -4.27455
H -2.60200 -2.63232 -3.72895
H -3.92984 -4.70609 -3.40432
H -4.57645 -5.41111 -1.09673
H -3.87709 -4.06520 0.87635
H -2.51952 -1.97838 0.53919
H -1.28643 2.28657 -2.01598
H -2.88889 4.16946 -2.35806
H -5.29439 3.69114 -2.74881
H -6.12895 1.34314 -2.77616
H -4.54214 -0.53760 -2.38885
H 1.99847 -2.65526 -0.84769
H 3.98517 -4.09336 -0.37502
H 6.26672 -3.26706 -0.91950
H 6.59086 -0.99788 -1.89640
H 4.61233 0.45654 -2.33352
H 2.21412 2.37054 -0.23853
H 3.02861 4.68041 -0.76242
H 3.49560 5.31451 -3.12218
H 3.13078 3.67530 -4.97582
H 2.30912 1.38033 -4.43578
Cl -1.55871 1.63786 2.51506
C -1.60603 0.18195 1.53297
H -1.38433 -0.67670 2.19972
H -2.65426 0.11576 1.18499
```

Results of the Mulliken charge analysis, in e, for atoms 1 through 2: 1.225 -0.474